The following is a DFT calculation (wB97M-V/def2-TZVPD) of a single C2H2N2O2S molecule.

Each atom is followed by the atoms it is bonded to, with distances in Å.
Cartesian coordinates (Å):
1 O 0.574 -2.016 0.075  C2 1.203
2 C 0.381 -0.872 0.396  O1 1.203, N3 1.391, C6 1.503
3 N 0.755 -0.280 1.598  C2 1.391, N4 1.412, H8 1.035
4 N 0.581 1.121 1.556  N3 1.412, O5 1.449, H9 1.038
5 O -0.081 1.376 0.292  N4 1.449, C6 1.341
6 C -0.256 0.237 -0.393  C2 1.503, O5 1.341, S7 1.604
7 S -0.971 0.142 -1.826  C6 1.604
8 H 1.674 -0.583 1.963  N3 1.035
9 H -0.177 1.362 2.222  N4 1.038

The structure (SMILES) is O=c1[nH][nH]oc1=S. As for the electronic energy: -20014.03986 eV. The charge is 0. As for the frontier orbital gap: 8.548 eV. For the energy above the lowest of the compared OMol25 structures with the same formula, charge and spin, the calculation gives 53.3 kcal per mole.